Entry 1:
48
Properties=species:S:1:pos:R:3 method="wB97M-V/def2-TZVPD" max_force_ev_per_a=1.21 charge=0 smiles="COC(=O)CN(c1cc(Cl)ccc1OC)S(=O)(=O)c1ccc(OC)c(OC)c1" homo_ev=-8.27 de_lowest_kcal_mol=4.2
C 0.1856 -3.4437 4.2477
O 1.0955 -3.3714 3.1564
C 0.6683 -2.7238 2.0795
O -0.4563 -2.3210 1.9331
C 1.7714 -2.6316 1.0308
N 1.7666 -1.3582 0.3585
C 1.2542 -1.1146 -0.9087
C 1.7443 0.0139 -1.5586
C 1.2113 0.4220 -2.7677
Cl 1.8071 1.8624 -3.5034
C 0.2089 -0.3050 -3.3778
C -0.2466 -1.4607 -2.7637
C 0.2500 -1.8822 -1.5372
O -0.1775 -3.0085 -0.8990
C -1.3101 -3.6816 -1.3936
S 1.8634 -0.0097 1.4000
O 3.1070 0.6657 1.1677
O 1.6462 -0.5297 2.7195
C 0.5241 1.0490 0.8763
C -0.7743 0.6119 0.9757
C -1.7967 1.4388 0.5271
C -1.5162 2.6816 -0.0198
O -2.4391 3.5522 -0.4925
C -3.7994 3.1960 -0.4277
C -0.1693 3.1188 -0.1152
O 0.0148 4.3395 -0.6659
C 1.3374 4.7855 -0.8682
C 0.8395 2.2909 0.3439
H -0.7827 -3.8206 3.9116
H 0.0550 -2.4488 4.6764
H 0.6325 -4.1180 4.9734
H 1.6411 -3.4307 0.3010
H 2.7324 -2.7500 1.5391
H 2.5440 0.5644 -1.0926
H -0.2096 0.0131 -4.3187
H -1.0213 -2.0270 -3.2545
H -1.5269 -4.4568 -0.6605
H -1.1121 -4.1470 -2.3651
H -2.1708 -3.0119 -1.4741
H -0.9872 -0.3590 1.3913
H -2.8148 1.0950 0.6070
H -4.3414 4.0385 -0.8540
H -4.0082 2.2964 -1.0153
H -4.1260 3.0405 0.6053
H 1.8740 4.8949 0.0790
H 1.2450 5.7588 -1.3469
H 1.8893 4.1071 -1.5251
H 1.8774 2.5744 0.3054

Entry 2:
67
Properties=species:S:1:pos:R:3 method="wB97M-V/def2-TZVPD" max_force_ev_per_a=1.16 charge=0 smiles="C[C@H](I)[C@H](I)[C@@]1(ON=O)OS(=O)(=O)O[C@]1(C)CCF.FC(F)C(F)(F)COC(F)(F)C(F)F.FC(F)C(F)(F)COC(F)(F)C(F)F" homo_ev=-9.92
C -1.7614 0.6480 -1.6365
C -1.1269 0.0890 -0.3732
I -2.8036 -0.4180 0.9170
C -0.1866 1.0173 0.4144
I 0.6026 2.6467 -0.7778
C 0.9498 0.3390 1.2541
O 2.0413 1.2467 1.4004
N 3.2455 0.8798 0.7320
O 4.0497 1.7150 0.8492
O 0.4510 0.2667 2.6160
S 1.5449 -0.5287 3.5177
O 0.8252 -1.4411 4.3201
O 2.4846 0.3449 4.0980
O 2.2457 -1.2491 2.2730
C 1.3882 -1.1260 1.0601
C 0.2908 -2.1930 1.2625
C 2.2573 -1.5541 -0.1407
C 2.1904 -0.7462 -1.4188
F 3.3064 -1.1171 -2.2021
H -2.5321 -0.0389 -1.9843
H -1.0272 0.7460 -2.4352
H -2.2488 1.6009 -1.4423
H -0.6670 -0.8602 -0.6169
H -0.7955 1.5482 1.1383
H -0.5008 -1.8727 1.9270
H 0.8013 -3.0271 1.7386
H -0.1153 -2.5269 0.3126
H 1.9982 -2.5811 -0.3944
H 3.2934 -1.5634 0.1899
H 2.2530 0.3286 -1.2709
H 1.3105 -0.9703 -2.0247
F -8.2320 0.1774 0.5997
C -7.0574 0.5847 1.1168
F -6.1186 0.4886 0.1485
C -6.6486 -0.2951 2.3039
F -6.4240 -1.5607 1.8992
F -5.4535 0.2091 2.7462
C -7.5648 -0.2826 3.5406
O -8.4656 -1.3606 3.7122
C -9.7500 -1.3445 3.2327
F -10.0883 -0.1593 2.6895
F -10.5745 -1.5522 4.2858
C -10.0005 -2.5062 2.2633
F -9.1751 -2.4231 1.2020
F -11.2775 -2.4344 1.8232
H -7.1365 1.6305 1.4270
H -6.8777 -0.3909 4.3778
H -8.0563 0.6828 3.6644
H -9.8407 -3.4582 2.7732
F 6.1558 0.0698 -4.5981
C 5.0431 0.4424 -3.9330
F 4.0843 0.7347 -4.8447
C 5.2990 1.6938 -3.0904
F 5.6006 2.7387 -3.8892
F 4.0983 1.9687 -2.4941
C 6.3121 1.5939 -1.9388
O 7.6165 2.0989 -2.1592
C 8.6363 1.3256 -2.6460
F 8.2893 0.0314 -2.7858
F 9.6463 1.3753 -1.7443
C 9.2057 1.9022 -3.9480
F 8.2552 1.9528 -4.9001
F 10.2042 1.0960 -4.3782
H 4.6935 -0.3798 -3.3074
H 5.9088 2.2498 -1.1694
H 6.3318 0.5910 -1.5112
H 9.5961 2.9063 -3.7712

Entry 3:
43
Properties=species:S:1:pos:R:3 method="wB97M-V/def2-TZVPD" max_force_ev_per_a=0.58 charge=0 smiles=O[C@@H](CN1CCN(c2ccccc2F)CC1)c1ccc(F)cc1 homo_ev=-7.95
O -2.2828 2.4141 -0.3452
C -2.2481 1.0135 -0.5115
C -1.1858 0.3440 0.3954
N -0.0116 -0.0678 -0.3506
C 0.7997 1.0496 -0.8019
C 1.9563 0.5201 -1.6579
N 2.7750 -0.4312 -0.9453
C 3.8685 -0.0109 -0.2081
C 4.1568 1.3375 0.0392
C 5.2939 1.7323 0.7185
C 6.1966 0.7989 1.1931
C 5.9524 -0.5431 0.9574
C 4.8245 -0.9241 0.2644
F 4.6736 -2.2552 0.0269
C 1.9473 -1.5260 -0.4821
C 0.8111 -1.0013 0.4008
C -3.6152 0.4532 -0.1995
C -4.5093 1.1524 0.5981
C -5.7483 0.6168 0.9025
C -6.0747 -0.6291 0.4025
F -7.2812 -1.1615 0.6969
C -5.2011 -1.3487 -0.3932
C -3.9696 -0.7976 -0.6921
H -1.4063 2.7738 -0.5159
H -2.0003 0.7597 -1.5548
H -0.9399 1.0420 1.2159
H -1.6190 -0.5529 0.8430
H 0.1888 1.7107 -1.4210
H 1.1948 1.6284 0.0543
H 2.5692 1.3387 -2.0350
H 1.5270 -0.0098 -2.5151
H 3.4748 2.1010 -0.2991
H 5.4670 2.7851 0.8854
H 7.0796 1.1052 1.7305
H 6.6374 -1.3079 1.2889
H 2.5303 -2.2530 0.0757
H 1.5187 -2.0194 -1.3597
H 0.1848 -1.8379 0.7171
H 1.2419 -0.5270 1.3024
H -4.2307 2.1254 0.9682
H -6.4549 1.1508 1.5180
H -5.4911 -2.3172 -0.7689
H -3.2743 -1.3426 -1.3131

Entry 4:
42
Properties=species:S:1:pos:R:3 method="wB97M-V/def2-TZVPD" max_force_ev_per_a=1.20 charge=0 smiles="O=C(NN=C1CCCCCC1)c1cc2ccccc2cc1O" homo_ev=-7.79 de_lowest_kcal_mol=34.4
O -0.9321 -2.9913 0.6724
C -0.7064 -1.8282 0.3913
N 0.5979 -1.5106 0.0931
N 1.0451 -0.3035 -0.3103
C 2.2178 -0.1066 -0.7661
C 2.5505 1.3078 -1.1240
C 3.9360 1.7389 -0.6282
C 4.2726 1.2192 0.7731
C 4.9430 -0.1569 0.7677
C 4.0089 -1.3208 0.4454
C 3.2867 -1.1500 -0.9005
C -1.7995 -0.8233 0.3239
C -3.0177 -1.3564 -0.0501
C -4.1946 -0.5968 -0.1048
C -5.4310 -1.1447 -0.5092
C -6.5578 -0.3732 -0.5303
C -6.4986 0.9785 -0.1490
C -5.3173 1.5376 0.2483
C -4.1341 0.7683 0.2811
C -2.8983 1.3011 0.6753
C -1.7424 0.5515 0.6918
O -0.6203 1.1686 1.1154
H 1.2163 -2.3208 0.0914
H 2.5102 1.4128 -2.2124
H 1.7805 1.9560 -0.7034
H 3.9593 2.8297 -0.6248
H 4.7081 1.4054 -1.3244
H 4.9637 1.9203 1.2457
H 3.3676 1.1908 1.3832
H 5.3779 -0.3383 1.7534
H 5.7645 -0.1458 0.0468
H 3.2694 -1.4204 1.2443
H 4.5950 -2.2423 0.4206
H 2.8485 -2.1050 -1.2057
H 4.0024 -0.8542 -1.6671
H -3.0575 -2.4061 -0.3040
H -5.4669 -2.1852 -0.7982
H -7.5032 -0.7943 -0.8394
H -7.4009 1.5725 -0.1732
H -5.2694 2.5762 0.5424
H -2.8324 2.3345 0.9804
H 0.1585 0.7051 0.7379

Entry 5:
45
Properties=species:S:1:pos:R:3 method="wB97M-V/def2-TZVPD" max_force_ev_per_a=0.90 charge=0 smiles="O=C1C[C@@H](c2ccc(S(=O)(=O)NCCOc3ccccc3)cc2)CN1" homo_ev=-8.80 de_lowest_kcal_mol=35.1
O -2.0610 4.1282 2.6629
C -2.2513 2.9401 2.5742
C -3.3024 2.2311 1.7314
C -2.8837 0.7547 1.7300
C -2.1120 0.3886 0.4866
C -1.0768 1.1945 0.0225
C -0.3963 0.8631 -1.1366
C -0.7532 -0.2729 -1.8330
S -0.0176 -0.5843 -3.4368
O 1.0302 0.3663 -3.6630
O -1.1032 -0.6785 -4.3668
N 0.6987 -2.0839 -3.4337
C 2.0398 -2.2367 -2.9438
C 2.1213 -2.8234 -1.5275
O 1.4078 -2.0875 -0.5610
C 1.9924 -1.0026 0.0327
C 3.1680 -0.3889 -0.3783
C 3.6395 0.7177 0.3097
C 2.9592 1.2171 1.4040
C 1.7948 0.5939 1.8235
C 1.3161 -0.5083 1.1472
C -1.7680 -1.0936 -1.3845
C -2.4380 -0.7654 -0.2193
C -2.0074 0.6342 2.9975
N -1.5565 1.9818 3.2252
H -3.3575 2.6602 0.7330
H -4.2703 2.3729 2.2152
H -3.7509 0.0964 1.8086
H -0.8059 2.0906 0.5588
H 0.3989 1.4814 -1.5212
H 0.0696 -2.8544 -3.2881
H 2.6027 -2.8923 -3.6188
H 2.4657 -1.2333 -2.9912
H 1.6486 -3.8117 -1.5233
H 3.1721 -2.9393 -1.2347
H 3.7230 -0.7512 -1.2285
H 4.5506 1.1922 -0.0226
H 3.3334 2.0820 1.9293
H 1.2628 0.9687 2.6850
H 0.4154 -1.0173 1.4532
H -2.0453 -1.9630 -1.9596
H -3.2369 -1.4010 0.1347
H -1.1628 -0.0419 2.8464
H -2.5982 0.2699 3.8486
H -0.8554 2.2056 3.9119

Entry 6:
45
Properties=species:S:1:pos:R:3 method="wB97M-V/def2-TZVPD" max_force_ev_per_a=1.04 charge=0 smiles="CCN1C(=O)c2cccc3c(S(=O)(=O)NC[C@H]4CCCO4)ccc1c23" homo_ev=-8.41 de_lowest_kcal_mol=26.6
C -3.8369 2.4214 -1.5770
C -4.1558 0.9289 -1.5752
N -3.2827 0.2000 -0.6881
C -3.6679 -0.2128 0.5864
O -4.7690 -0.0359 1.0531
C -2.4750 -0.8754 1.1745
C -2.1872 -1.4925 2.3662
C -0.8891 -2.0102 2.5374
C 0.0939 -1.9225 1.5763
C -0.1750 -1.2893 0.3420
C 0.6602 -1.0727 -0.7790
S 2.3999 -1.5071 -0.8134
O 2.7473 -2.3127 0.3210
O 2.7020 -1.9899 -2.1269
N 3.2253 -0.0662 -0.6524
C 3.2497 0.5617 0.6431
C 1.9708 1.3733 0.9463
C 2.2030 2.4364 2.0266
C 2.5410 3.6740 1.1977
C 1.6470 3.4686 -0.0222
O 1.5692 2.0675 -0.2322
C 0.1827 -0.4414 -1.8991
C -1.1335 0.0435 -2.0216
C -1.9677 -0.1287 -0.9451
C -1.4717 -0.7914 0.1989
H -4.5004 2.9410 -2.2626
H -3.9750 2.8325 -0.5799
H -2.8078 2.5933 -1.8847
H -5.1752 0.7648 -1.2160
H -4.0599 0.5146 -2.5833
H -2.9239 -1.5860 3.1490
H -0.6574 -2.5028 3.4704
H 1.0738 -2.3407 1.7456
H 2.9762 0.5784 -1.3888
H 4.1232 1.2202 0.6772
H 3.3733 -0.2378 1.3746
H 1.1639 0.6844 1.2207
H 1.2870 2.6016 2.5942
H 2.9963 2.1484 2.7123
H 3.5908 3.6632 0.9042
H 2.3272 4.6060 1.7147
H 0.6373 3.8596 0.1662
H 2.0387 3.9290 -0.9320
H 0.8623 -0.3283 -2.7299
H -1.4452 0.5289 -2.9325